No. 1
Computed, not measured: 6 unconnected molecules or ions with the total composition C34H34N2O8 at a distorted geometry, with wB97M-V/def2-TZVPD.

Structure (XYZ):
```
78
Properties=species:S:1:pos:R:3:forces:R:3
O 2.163038 1.999628 3.989244 -2.75 2.17 -1.40
C 2.113038 0.651628 3.660244 0.76 2.45 -0.23
C 1.228038 -0.051372 4.315244 5.68 -11.12 -5.74
C 1.205038 -1.636372 4.095244 -0.58 4.03 -0.41
C 2.138038 -2.175372 3.215244 -1.18 0.25 0.41
O 2.046038 -3.451372 2.794244 0.28 0.16 -0.18
C 3.017038 -1.328372 2.541244 2.09 4.18 -1.60
C 2.951038 0.077628 2.719244 2.27 -0.70 -0.74
H 1.202038 2.434628 3.817244 3.42 -1.62 0.64
H 0.550038 0.186628 4.857244 -7.95 3.75 6.73
H 0.227038 -2.146372 4.314244 1.50 0.27 0.18
H 2.454038 -3.347372 1.920244 -0.09 -1.52 -0.16
H 3.813038 -1.393372 1.689244 -1.69 -1.68 1.69
H 3.732038 0.699628 2.140244 -1.60 -0.84 1.08
O 4.998038 -0.511372 -3.317756 1.03 -5.06 -0.75
C 4.549038 -1.447372 -2.390756 1.27 -1.07 -2.64
C 5.142038 -2.704372 -2.377756 0.23 -4.35 2.86
C 4.651038 -3.900372 -1.289756 1.13 8.44 -5.34
C 3.588038 -3.393372 -0.616756 0.49 -6.28 2.16
O 3.103038 -4.411372 0.326244 -0.20 2.77 0.13
C 2.882038 -2.312372 -0.860756 -2.81 7.78 -0.64
C 3.359038 -1.280372 -1.765756 -2.20 -0.66 3.01
H 4.838038 0.303628 -2.981756 -0.91 4.63 1.32
H 6.005038 -2.998372 -3.025756 -0.89 0.66 0.64
H 5.138038 -4.807372 -1.269756 0.82 -1.69 0.30
H 3.138038 -5.167372 -0.222756 -0.23 -1.55 -0.33
H 1.985038 -1.788372 -0.280756 1.71 -2.42 -0.86
H 2.784038 -0.317372 -1.799756 0.58 -1.10 -0.19
O 0.015038 -1.294372 1.286244 2.73 1.18 3.16
C -0.194962 -0.331372 0.374244 0.51 0.87 -1.17
C 0.695038 0.762628 0.164244 -7.26 0.47 -5.82
C 0.316038 1.704628 -0.971756 -0.13 -3.33 3.26
C -0.749962 1.489628 -1.773756 -1.00 -1.36 -0.09
O -0.889962 2.281628 -2.852756 4.86 0.11 0.29
C -1.562962 0.375628 -1.574756 2.64 -0.86 3.79
C -1.318962 -0.524372 -0.489756 -1.01 0.93 -1.66
H 0.754038 -0.922372 2.002244 -2.74 -1.56 -2.48
H 1.566038 1.059628 0.474244 4.72 0.66 2.98
H 0.794038 2.597628 -1.171756 1.50 1.35 -0.01
H -1.701962 2.516628 -3.126756 -4.83 0.71 -1.00
H -2.358962 0.146628 -2.149756 -2.47 -0.37 -2.10
H -2.112962 -1.363372 -0.487756 1.91 1.10 0.75
O -2.942962 0.471628 2.491244 -1.38 4.42 3.35
C -3.626962 -0.341372 3.287244 -0.53 -0.23 0.76
C -3.752962 -1.649372 2.972244 -3.08 -5.22 2.65
C -4.528962 -2.566372 3.910244 0.08 6.99 2.40
C -5.041962 -1.866372 5.083244 1.86 0.02 -1.32
O -5.540962 -2.611372 6.118244 0.47 1.87 1.09
C -4.843962 -0.428372 5.361244 -0.06 -2.21 -0.84
C -4.170962 0.313628 4.444244 -0.03 -5.44 -1.80
H -2.593962 0.021628 1.826244 2.56 -2.97 -4.78
H -3.501962 -2.366372 2.200244 1.05 1.41 -0.98
H -4.713962 -3.598372 3.944244 0.27 -1.29 -0.83
H -6.030962 -3.325372 5.792244 -1.04 -1.68 -0.74
H -5.164962 0.022628 6.279244 -0.46 -0.18 0.32
H -4.026962 1.281628 4.310244 0.42 4.54 0.70
C 3.117038 3.794628 -0.646756 1.22 -0.38 -1.39
C 2.759038 3.764628 -1.976756 -1.64 0.95 -2.79
C 3.448038 2.970628 -2.851756 0.86 -2.13 -1.40
N 4.467038 2.146628 -2.475756 -1.60 0.88 -0.05
C 4.797038 2.180628 -1.192756 -2.14 2.81 -0.45
C 4.244038 3.050628 -0.243756 -0.74 0.55 1.85
H 2.467038 4.470628 -0.190756 -0.24 0.81 2.20
H 1.891038 4.368628 -2.526756 1.78 -1.21 1.97
H 3.127038 2.782628 -3.910756 0.34 0.73 1.06
H 5.501038 1.509628 -0.977756 2.99 -2.39 1.40
H 4.625038 3.142628 0.852244 -0.69 -0.48 -2.21
C -6.074962 1.616628 -5.964756 -1.49 -0.97 1.71
C -6.458962 1.304628 -4.597756 -1.48 0.57 -1.11
C -5.513962 1.514628 -3.651756 1.54 0.43 0.66
N -4.198962 1.716628 -3.908756 0.64 0.68 -1.15
C -3.832962 1.936628 -5.178756 -3.94 -1.30 0.13
C -4.781962 1.944628 -6.254756 0.78 -0.16 2.05
H -6.864962 1.528628 -6.694756 0.16 0.09 -0.38
H -7.519962 1.031628 -4.211756 1.92 0.57 -1.28
H -5.722962 1.589628 -2.598756 -0.36 -0.52 0.28
H -2.856962 1.866628 -5.496756 2.49 0.43 0.09
H -4.383962 2.127628 -7.217756 -0.10 0.20 -0.96
```
Forces are in eV/Å.

The value obtained for the total energy is -55157.9551 eV. As for the SMILES: Oc1ccc(O)cc1.Oc1ccc(O)cc1.Oc1ccc(O)cc1.Oc1ccc(O)cc1.c1ccncc1.c1ccncc1. The charge is 0. The calculation puts the HOMO energy at -7.7896 eV. The value obtained for the energy above the lowest of the compared OMol25 structures with the same formula, charge and spin is 2.116 eV. As for the spin multiplicity: 1. Its lowest unoccupied orbital energy is 0.0160 Ha.

Löwdin atomic charge list, values in e, 4 entries: atom 1 (O): -0.02, atom 2 (C): -0.40, atom 3 (C): 0.05, atom 4 (C): 0.08

***

No. 2
Computed, not measured: a molecular structure, C34H35As2N5O2Rh at a distorted geometry, with wB97M-V/def2-TZVPD.

Structure (XYZ):
```
79
Properties=species:S:1:pos:R:3:forces:R:3
Rh 0.042870 0.023802 -0.006427 -0.04 -0.20 -0.64
C 0.133546 3.026165 1.941997 0.13 -0.19 -0.12
C 1.227526 2.165874 2.563263 0.00 -0.02 0.04
As 0.710933 0.260198 2.521272 -0.26 0.41 0.66
C -0.855022 0.312462 3.684933 0.21 -0.05 -0.16
C -0.918038 1.177597 4.776175 0.03 0.00 -0.01
C -2.059601 1.213864 5.561975 0.09 0.03 0.07
C -3.130801 0.379345 5.272812 -0.08 -0.08 -0.03
C -3.068735 -0.488602 4.191818 0.02 0.03 0.09
C -1.928987 -0.524272 3.399919 0.11 0.01 -0.05
C 2.021488 -0.350636 3.873971 -0.10 0.05 -0.45
C 1.642434 -1.198469 4.898369 -0.08 0.24 -0.46
C 2.588898 -1.600665 5.898112 0.38 -0.09 0.34
C 3.896999 -1.136660 5.866856 0.10 0.05 0.11
C 4.286231 -0.313937 4.834253 0.25 -0.18 0.43
C 3.343331 0.089184 3.833089 -0.48 -0.16 -0.15
As -0.088823 2.590254 0.032939 0.35 0.94 0.25
C 1.651173 3.088509 -0.697989 -0.20 -0.20 0.17
C 2.023783 2.566736 -1.932693 -0.05 0.00 0.01
C 3.233421 2.930024 -2.506653 0.00 0.02 0.01
C 4.075775 3.809386 -1.840907 0.05 -0.03 -0.04
C 3.696468 4.349390 -0.619946 -0.03 0.03 0.03
C 2.483372 3.993591 -0.046465 0.02 0.06 -0.04
C -1.156343 4.119708 -0.520231 -0.25 -0.29 -0.03
C -2.248971 4.491777 0.260234 0.06 -0.19 -0.04
C -2.957815 5.638600 -0.056340 -0.02 0.04 -0.02
C -2.583416 6.404057 -1.153123 0.02 0.00 0.01
C -1.515261 6.011738 -1.948386 -0.07 0.06 0.01
C -0.799356 4.866183 -1.637878 0.10 -0.19 0.06
H 0.352349 4.088739 2.041874 0.02 0.00 -0.04
H -0.820004 2.841798 2.439030 -0.04 0.06 -0.04
H 1.422698 2.460805 3.596380 -0.04 -0.05 -0.01
H 2.163272 2.272677 2.009882 0.00 -0.02 -0.01
H -0.083670 1.824468 5.022767 -0.05 0.03 0.00
H -2.111747 1.893994 6.401789 0.00 -0.02 0.01
H -4.013562 0.396813 5.898068 -0.01 0.05 -0.02
H -3.911833 -1.131497 3.975034 0.03 -0.02 0.00
H -1.857952 -1.194304 2.554962 -0.11 -0.01 -0.08
H 0.619031 -1.551008 4.953020 0.01 -0.05 0.10
H 2.277119 -2.274828 6.687461 -0.06 0.03 -0.02
H 4.596567 -1.406794 6.645597 0.00 -0.09 -0.04
H 5.311187 0.031907 4.776213 -0.03 0.06 -0.04
H 3.675099 0.748414 3.039685 0.07 0.01 0.02
H 1.348440 1.900487 -2.454522 0.04 -0.01 -0.03
H 3.514512 2.542310 -3.477313 0.00 -0.01 0.01
H 5.025918 4.084175 -2.279504 -0.03 0.03 -0.02
H 4.334888 5.069120 -0.124804 0.01 -0.03 0.01
H 2.186539 4.458389 0.886072 0.01 -0.03 0.00
H -2.549010 3.888119 1.109061 -0.03 0.06 0.03
H -3.801683 5.935149 0.551892 0.01 0.01 0.01
H -3.123204 7.312581 -1.383563 -0.02 -0.03 -0.03
H -1.234597 6.603653 -2.809040 0.01 0.00 0.00
H 0.041089 4.565952 -2.250698 0.01 0.07 -0.02
N -0.076970 -0.946157 -4.190880 0.22 -0.07 -0.02
C -1.348119 -0.451109 -4.300801 -0.25 0.14 0.16
C -1.617163 0.160823 -3.108270 -0.06 0.06 -0.22
N -0.528996 0.051027 -2.292577 0.33 -0.37 0.27
C 0.389448 -0.626352 -2.963598 -0.45 0.26 -0.20
C 1.663671 -0.903734 -2.348333 0.42 -0.09 0.26
N 1.886857 -0.555128 -1.088149 -0.44 -0.06 -0.13
C 3.142564 -0.987411 -0.770196 0.20 -0.02 -0.12
C 3.698672 -1.586871 -1.860344 0.10 0.04 0.31
N 2.749782 -1.527021 -2.845733 -0.14 0.05 -0.14
H 0.401314 -1.450415 -4.920549 0.03 0.01 0.01
H -1.939616 -0.565712 -5.192676 0.05 0.00 -0.01
H -2.498537 0.702562 -2.808859 -0.02 -0.06 -0.01
H 3.576160 -0.830748 0.201510 0.00 -0.01 0.00
H 4.663402 -2.040536 -2.006299 -0.03 0.02 -0.06
H 2.878359 -1.873745 -3.782410 -0.02 -0.03 -0.03
N -3.658754 -3.230369 0.090771 0.18 0.40 -0.02
C -2.279462 -3.580015 -0.370711 0.61 0.14 -0.16
C -1.401431 -2.320395 -0.206260 -0.37 0.07 0.09
O -0.192216 -2.374180 -0.431608 -0.02 -0.30 0.08
O -2.012825 -1.271571 0.165775 0.06 -0.02 -0.02
H -3.937061 -3.729593 0.932885 -0.01 0.02 0.08
H -4.375143 -3.389204 -0.615789 -0.02 0.01 -0.05
H -3.559179 -2.195823 0.284615 -0.20 -0.30 0.02
H -2.294070 -3.874661 -1.417044 -0.08 0.01 -0.01
H -1.849960 -4.397421 0.201692 -0.17 -0.04 0.09
```
Forces are in eV/Å.

The value obtained for the total energy is -172031.0567 eV. The charge is +3. The calculation puts the HOMO energy (spin up / spin down) at -14.8000 / -15.3836 eV. The value obtained for the energy above the lowest of the compared OMol25 structures with the same formula, charge and spin is 0.807 eV. As for the spin multiplicity: 5. Its lowest unoccupied orbital energy (spin up / spin down) is -0.2976 / -0.4453 Ha.

Löwdin atomic charge list, values in e, 4 entries: atom 1 (Rh): 0.77, atom 2 (C): -0.42, atom 3 (C): -0.44, atom 4 (As): 1.27

***

No. 3
Computed, not measured: a molecular structure, C34H35AsN6NiS at a distorted geometry, with wB97M-V/def2-TZVPD.

Structure (XYZ):
```
78
Properties=species:S:1:pos:R:3:forces:R:3
Ni 0.469804 0.665386 -0.430379 -0.16 0.41 -0.20
C 5.445104 1.091986 0.863021 0.01 0.00 0.05
C 4.430504 1.066386 1.937721 0.14 0.06 0.20
N 4.651804 0.833186 3.190821 0.78 -0.11 -0.12
N 3.439804 0.879886 3.795621 -0.43 0.13 -1.01
C 2.432704 1.113786 2.915721 0.30 0.01 0.03
S 0.820804 1.199986 3.199021 -0.71 0.03 0.18
N 3.089204 1.261186 1.709521 0.24 -0.07 0.97
N 2.454504 1.528686 0.506021 -0.04 0.11 -0.11
H 6.432504 1.035486 1.309021 0.05 -0.01 0.01
H 5.363104 2.009686 0.284021 0.04 0.05 -0.09
H 5.308904 0.243086 0.193421 0.02 -0.01 -0.10
H 3.354304 0.726286 4.785221 -0.14 0.00 -0.09
H 2.279704 2.529086 0.396921 0.17 -0.18 0.09
H 3.010804 1.202786 -0.290679 -0.38 -0.07 0.14
C -3.581596 -4.686014 -0.948479 -0.09 -0.04 -0.05
C -2.227396 -4.679214 -1.239279 0.08 -0.04 -0.02
C -1.449896 -3.593014 -0.881779 0.24 0.15 0.02
C -2.014696 -2.503014 -0.225479 0.05 0.04 -0.21
C -3.380796 -2.500514 0.018421 0.06 0.33 0.17
C -4.159196 -3.589714 -0.333779 -0.08 -0.08 -0.04
As -0.826196 -1.090514 0.431521 -0.17 -0.39 0.49
C 0.384704 -2.250514 1.404421 0.00 -0.05 0.11
C -0.050196 -3.363814 2.113221 -0.11 0.00 -0.08
C 0.847804 -4.093414 2.872421 -0.11 -0.08 0.12
C 2.174204 -3.702814 2.946821 0.15 -0.04 0.02
C 2.622804 -2.614414 2.217321 0.17 0.01 0.06
C 1.729404 -1.905214 1.435321 -0.14 0.33 -0.29
C -1.974796 -0.409214 1.848221 -0.02 0.06 -0.03
C -2.875096 0.586586 1.482321 0.15 -0.03 -0.39
C -3.697696 1.180686 2.419121 -0.11 0.10 0.00
C -3.627796 0.780286 3.742521 -0.08 0.09 0.06
C -2.748196 -0.220014 4.115521 -0.01 -0.01 0.14
C -1.920896 -0.808814 3.174121 0.16 -0.23 0.04
H -4.186496 -5.542414 -1.205979 -0.06 -0.08 -0.04
H -1.772896 -5.526714 -1.732179 0.03 -0.04 -0.04
H -0.386296 -3.592114 -1.096579 -0.05 -0.08 0.01
H -3.839396 -1.649114 0.506921 -0.02 -0.08 0.04
H -5.216496 -3.586714 -0.113079 -0.09 0.02 0.00
H -1.093596 -3.657614 2.064521 0.05 -0.03 0.04
H 0.507204 -4.959414 3.421921 -0.02 -0.06 0.05
H 2.866804 -4.255014 3.564721 0.05 -0.08 0.04
H 3.665204 -2.321714 2.272221 -0.01 0.00 -0.07
H 2.046304 -1.065014 0.815821 0.09 -0.15 0.22
H -2.921096 0.899786 0.441721 -0.04 0.04 0.11
H -4.384396 1.958886 2.115321 -0.04 0.04 0.00
H -4.251596 1.256786 4.482921 -0.10 0.02 0.09
H -2.700296 -0.535614 5.149421 0.04 -0.01 0.02
H -1.219296 -1.572414 3.485921 -0.01 0.05 0.00
C -2.237096 4.733186 -0.278379 0.09 -0.16 -0.05
C -2.363396 3.846586 -1.337079 -0.02 0.08 0.07
C -1.602796 2.691086 -1.340879 -0.04 -0.12 -0.27
N -0.759796 2.375586 -0.357279 0.11 -0.12 0.03
C -0.671296 3.212186 0.677321 0.04 0.14 0.18
C -1.373596 4.401086 0.752521 -0.11 0.08 -0.07
H -2.797796 5.656186 -0.266479 -0.05 0.05 0.05
H -3.041896 4.048686 -2.150779 0.00 -0.01 -0.11
H -1.667196 1.985686 -2.161279 0.08 0.00 -0.04
H -0.030796 2.903386 1.493221 0.07 -0.03 -0.03
H -1.245196 5.043886 1.610821 0.01 0.01 0.04
C -0.031496 -1.506814 -3.096479 0.02 0.14 0.09
C 0.378404 -0.299914 -3.880579 0.27 0.38 0.65
C 0.070904 -0.169514 -5.213979 0.08 0.27 -0.25
C 0.394504 0.982286 -5.920279 -0.15 0.01 -0.24
C 0.999504 2.041886 -5.256279 -0.17 -0.20 -0.30
C 1.339504 1.955286 -3.928079 -0.12 -0.38 0.54
C 1.960704 3.106386 -3.200379 -0.07 -0.16 -0.09
C 1.061704 0.756586 -3.185179 -0.30 0.19 -2.53
N 1.469204 0.642086 -1.947679 0.24 -0.07 1.85
H -0.062896 -2.396214 -3.721379 -0.05 -0.13 -0.03
H -1.029196 -1.345614 -2.670679 0.06 -0.15 0.03
H 0.660204 -1.656314 -2.261079 -0.07 -0.16 -0.12
H -0.444996 -0.980614 -5.714179 0.01 -0.08 -0.05
H 0.160104 1.057286 -6.972579 -0.04 0.04 -0.06
H 1.202204 2.961486 -5.789479 0.08 0.08 -0.08
H 2.186504 3.919886 -3.885779 0.03 0.11 0.00
H 2.875704 2.791586 -2.699979 0.18 0.02 0.09
H 1.278604 3.466886 -2.428779 0.00 0.15 0.16
```
Forces are in eV/Å.

The value obtained for the total energy is -157481.3993 eV. The charge is 0. The calculation puts the HOMO energy (spin up / spin down) at -5.8427 / -5.8718 eV. The value obtained for the energy above the lowest of the compared OMol25 structures with the same formula, charge and spin is 0.388 eV. As for the spin multiplicity: 3. Its lowest unoccupied orbital energy (spin up / spin down) is 0.0143 / 0.0142 Ha.

Löwdin atomic charge list, values in e, 4 entries: atom 1 (Ni): 0.18, atom 2 (C): 0.00, atom 3 (C): -0.35, atom 4 (N): 0.11